Record 1
{
  "formula": "C35H26F5N3ORuSi",
  "method": "wB97M-V/def2-TZVPD",
  "species": ["Ru", "C", "C", "C", "C", "C", "C", "N", "C", "C", "C", "C", "C", "N", "C", "C", "C", "C", "C", "C", "N", "H", "H", "H", "H", "H", "H", "H", "H", "H", "H", "H", "H", "H", "H", "H", "F", "C", "C", "F", "C", "F", "C", "O", "C", "F", "C", "F", "C", "C", "C", "C", "C", "C", "Si", "C", "C", "C", "C", "C", "C", "H", "H", "H", "H", "H", "H", "H", "H", "H", "H", "H"],
  "xyz": [[0.0267, -0.7312, 0.2519], [2.3521, 0.6274, -1.9831], [2.6928, 0.7959, -0.5369], [3.8774, 1.4602, -0.2045], [4.1764, 1.7309, 1.1073], [3.2748, 1.3342, 2.0877], [2.1417, 0.6495, 1.7152], [1.8595, 0.3568, 0.4143], [1.1388, 0.2066, 2.7126], [1.2520, 0.3329, 4.0865], [0.2307, -0.1657, 4.8858], [-0.8643, -0.8018, 4.3149], [-0.9284, -0.8963, 2.9352], [0.0502, -0.3667, 2.1898], [-1.9883, -1.5942, 2.1582], [-3.1036, -2.1179, 2.7731], [-4.0547, -2.7667, 1.9973], [-3.8502, -2.8521, 0.6388], [-2.7076, -2.2989, 0.0521], [-2.5255, -2.3989, -1.4268], [-1.7825, -1.6883, 0.8112], [2.4880, 1.5836, -2.4907], [1.3316, 0.2850, -2.1245], [3.0293, -0.0868, -2.4553], [4.5320, 1.7761, -1.0055], [5.0816, 2.2588, 1.3742], [3.4577, 1.5686, 3.1251], [2.1170, 0.7940, 4.5373], [0.2991, -0.0768, 5.9616], [-1.6359, -1.2214, 4.9416], [-3.2409, -2.0178, 3.8389], [-4.9391, -3.1905, 2.4529], [-4.5690, -3.3443, -0.0009], [-3.4754, -2.6493, -1.8947], [-1.8000, -3.1760, -1.6676], [-2.1499, -1.4697, -1.8454], [4.7853, -4.3380, -2.7789], [3.6731, -3.6782, -2.4645], [2.8545, -3.1676, -3.4614], [3.1937, -3.3295, -4.7362], [1.6972, -2.4847, -3.1373], [0.9438, -1.9743, -4.1161], [1.3109, -2.2791, -1.8108], [0.1987, -1.6263, -1.5134], [2.1565, -2.8110, -0.8387], [1.8045, -2.6539, 0.4682], [3.3164, -3.4980, -1.1405], [4.0798, -3.9850, -0.1644], [1.2842, 4.8085, 1.3845], [0.4948, 4.1581, 2.3213], [-0.3219, 3.1056, 1.9269], [-0.3613, 2.6820, 0.5963], [0.4329, 3.3581, -0.3340], [1.2466, 4.4120, 0.0528], [-1.3625, 1.1639, 0.1706], [-2.2814, 1.1297, -1.4444], [-1.6452, 1.1031, -2.6889], [-2.3736, 0.9561, -3.8583], [-3.7559, 0.8300, -3.8031], [-4.4065, 0.8600, -2.5780], [-3.6734, 1.0069, -1.4083], [1.9133, 5.6362, 1.6856], [0.5022, 4.4807, 3.3550], [-0.9494, 2.6155, 2.6658], [0.4069, 3.0708, -1.3804], [1.8449, 4.9333, -0.6841], [-2.3721, 1.0399, 1.2597], [-0.5654, 1.1815, -2.7542], [-1.8646, 0.9333, -4.8131], [-4.3245, 0.7115, -4.7162], [-5.4843, 0.7711, -2.5331], [-4.1924, 1.0287, -0.4561]],
  "relative_energy_kj_mol": 2.01,
  "homo_lumo_gap_ev": [7.0, 6.4],
  "e_tot_ev": -67277.9436,
  "charge": 1,
  "e_homo_ev": [-10.75, -10.70],
  "multiplicity": 2
}

=====

Record 2
{
  "formula": "C35H26FI2N8O3S2SeZr",
  "method": "wB97M-V/def2-TZVPD",
  "species": ["Zr", "I", "C", "C", "C", "I", "C", "O", "C", "C", "N", "C", "C", "C", "C", "C", "C", "N", "C", "H", "H", "H", "H", "H", "H", "H", "H", "H", "H", "H", "O", "C", "C", "C", "C", "C", "C", "C", "O", "N", "N", "C", "S", "C", "C", "S", "H", "H", "H", "H", "H", "H", "H", "H", "H", "Se", "N", "C", "C", "C", "C", "C", "N", "C", "C", "N", "C", "C", "C", "C", "C", "N", "H", "H", "H", "H", "H", "H", "F"],
  "xyz": [[0.0166, 0.0216, 0.1372], [-6.7225, 0.8648, 3.2334], [-4.7150, 0.4756, 3.1089], [-3.7319, 1.2975, 3.6363], [-2.3772, 1.0950, 3.4123], [-0.7249, 1.9307, 4.4087], [-2.0179, 0.0660, 2.4693], [-0.7985, -0.1174, 2.0450], [-3.0834, -0.7324, 1.8927], [-2.6283, -1.8884, 1.0696], [-1.8697, -1.4627, -0.1939], [-2.6850, -1.1032, -1.3711], [-3.1003, 0.3472, -1.3888], [-4.2670, 0.7840, -2.0889], [-4.7627, 2.1051, -1.7786], [-3.9730, 2.8614, -0.8597], [-2.7934, 2.3279, -0.3144], [-2.3407, 1.1141, -0.5763], [-4.3705, -0.6561, 2.3914], [-4.0953, 2.1511, 4.1820], [-1.8489, -2.5305, 1.6123], [-3.5101, -2.4428, 0.7522], [-1.3603, -2.3394, -0.3730], [-2.1152, -1.3901, -2.2879], [-3.5708, -1.7162, -1.5377], [-4.8037, 0.1675, -2.7707], [-5.6163, 2.5760, -2.2588], [-4.2360, 3.9634, -0.7220], [-2.1495, 2.9808, 0.2193], [-5.2107, -1.2164, 1.9003], [2.9526, 0.0804, 4.3350], [2.2641, -0.9195, 4.6261], [2.0300, -1.2619, 6.0253], [1.3255, -2.4228, 6.3667], [0.8235, -3.2832, 5.3694], [0.8985, -2.9285, 4.0028], [1.5153, -1.7398, 3.6074], [1.5801, -1.3879, 2.2458], [0.9197, -1.9032, 1.3103], [2.3332, -0.2694, 1.9379], [2.2985, 0.3728, 0.6734], [3.4052, 1.0649, 0.3494], [3.5678, 2.1178, -1.0002], [5.1812, 2.7038, -0.8216], [5.9910, 1.8916, 0.2307], [5.0214, 0.5610, 0.9263], [2.7541, 0.1982, 2.8320], [2.3580, -0.5347, 6.7595], [1.1308, -2.6555, 7.3748], [0.5729, -4.3247, 5.5865], [0.4774, -3.5901, 3.2858], [5.0950, 3.7107, -0.5640], [5.7949, 2.6686, -1.9049], [6.3287, 2.6177, 1.0036], [6.9575, 1.4840, -0.1507], [1.3482, -0.3348, -7.8085], [1.6039, -1.5548, -6.3908], [1.4218, -0.9192, -5.2864], [1.5853, -1.4948, -3.9528], [2.0847, -2.7617, -3.7870], [1.9170, -3.4117, -2.4983], [1.1625, -2.7840, -1.5346], [0.7172, -1.4819, -1.6051], [1.0157, -0.8875, -2.8128], [0.7279, 0.5663, -2.9956], [0.3379, 1.2264, -1.8159], [-0.0096, 2.4744, -1.9479], [0.0146, 3.2164, -3.1078], [0.1904, 2.5303, -4.2953], [0.6072, 1.2080, -4.2408], [0.8324, 0.3758, -5.4287], [0.7108, 0.8990, -6.6239], [2.5157, -3.2083, -4.6653], [2.4048, -4.3398, -2.2021], [1.0119, -3.2253, -0.5348], [-0.2035, 2.9721, -1.0359], [-0.2710, 4.2727, -3.0809], [0.2394, 2.9846, -5.2763], [-0.0796, 1.8934, 0.5711]],
  "relative_energy_kj_mol": 204.04,
  "homo_lumo_gap_ev": 4.3,
  "e_tot_ev": -161993.2897,
  "charge": 1,
  "e_homo_ev": -8.66
}

=====

Record 3
{
  "formula": "C35H27AsBrCaN4S2",
  "method": "wB97M-V/def2-TZVPD",
  "species": ["Ca", "N", "C", "S", "N", "N", "C", "C", "C", "C", "C", "C", "N", "H", "H", "H", "H", "H", "H", "H", "Br", "C", "C", "C", "C", "C", "C", "C", "C", "C", "C", "H", "H", "H", "H", "H", "H", "S", "C", "C", "C", "C", "C", "C", "As", "C", "C", "C", "C", "C", "C", "C", "C", "C", "C", "C", "C", "H", "H", "H", "H", "H", "H", "H", "H", "H", "H", "H", "H", "H", "H"],
  "xyz": [[0.2135, 0.2765, -0.1981], [-0.9025, 1.6660, 4.2218], [-0.4366, 1.0535, 3.0986], [0.3250, 2.0962, 1.9422], [-0.5504, -0.2569, 3.1041], [-0.1375, -0.8383, 1.9449], [0.0816, -2.0952, 1.9918], [0.5579, -2.8302, 0.8077], [1.0938, -4.1020, 0.9937], [1.5830, -4.7725, -0.1154], [1.5324, -4.1481, -1.3535], [0.9979, -2.8687, -1.4312], [0.5137, -2.2255, -0.3786], [-0.6412, 2.6175, 4.3913], [-1.1826, 1.0779, 4.9887], [0.0058, -2.6308, 2.9377], [1.1259, -4.5418, 1.9804], [2.0048, -5.7646, -0.0148], [1.9092, -4.6275, -2.2462], [0.9594, -2.3300, -2.3713], [3.2249, -0.3674, 1.0860], [4.2837, 0.3992, -0.2924], [5.6256, 0.5158, -0.0774], [6.4394, 1.0612, -1.0917], [5.8866, 1.4479, -2.2760], [4.4948, 1.3189, -2.5055], [3.9335, 1.6913, -3.7517], [2.5948, 1.5398, -3.9594], [1.7696, 1.0450, -2.9181], [2.2210, 0.6748, -1.6664], [3.6380, 0.8030, -1.4960], [6.0583, 0.1900, 0.8583], [7.5040, 1.1602, -0.9187], [6.5097, 1.8582, -3.0633], [4.5863, 2.0808, -4.5257], [2.1563, 1.8034, -4.9170], [0.7073, 0.9630, -3.1637], [-2.3810, -0.9600, -0.9340], [-3.3371, -0.2570, -2.2233], [-4.2677, -1.0494, -2.9174], [-5.0376, -0.5347, -3.9404], [-4.9170, 0.7993, -4.3218], [-4.0141, 1.6063, -3.6474], [-3.2426, 1.0917, -2.6121], [-1.9542, 2.1391, -1.6319], [-3.0290, 2.7162, -0.1012], [-4.1860, 2.0362, 0.2582], [-4.8996, 2.4278, 1.3822], [-4.4618, 3.4949, 2.1521], [-3.2976, 4.1643, 1.8020], [-2.5798, 3.7704, 0.6832], [-1.8998, 3.8197, -2.6221], [-2.9070, 4.7797, -2.5752], [-2.8023, 5.9468, -3.3166], [-1.6874, 6.1691, -4.1133], [-0.6744, 5.2237, -4.1584], [-0.7798, 4.0565, -3.4130], [-4.3666, -2.0898, -2.6335], [-5.7398, -1.1846, -4.4509], [-5.5159, 1.2008, -5.1297], [-3.9067, 2.6475, -3.9291], [-4.5238, 1.1905, -0.3272], [-5.7964, 1.8874, 1.6604], [-5.0191, 3.7952, 3.0312], [-2.9348, 4.9839, 2.4105], [-1.6548, 4.2803, 0.4408], [-3.7772, 4.6160, -1.9495], [-3.5943, 6.6847, -3.2696], [-1.6074, 7.0817, -4.6912], [0.2072, 5.3942, -4.7640], [0.0311, 3.3367, -3.4348]],
  "relative_energy_kj_mol": 23.81,
  "homo_lumo_gap_ev": 6.7,
  "e_tot_ev": -213688.3731,
  "charge": -1,
  "e_homo_ev": -4.28
}